A cluster of 2 separate species, C21H31N3O6S in total in a non-equilibrium geometry. Source: OMol25; level of theory: wB97M-V/def2-TZVPD.

```
62
Properties=species:S:1:pos:R:3:forces:R:3
H 6.0096 -0.1472 -0.3926 0.2 -1.2 0.3
C -1.2187 -2.6408 0.1444 0.1 1.9 10.0
H -1.4515 -2.5453 -1.8055 0.7 -0.6 0.0
O -3.2246 2.3485 0.0163 0.8 8.2 -0.6
H 2.2720 2.4630 -0.1469 0.1 2.9 1.6
C -4.7316 0.7158 0.6543 -2.3 2.4 -10.4
H -2.7734 -2.6193 1.5954 0.8 -0.4 -2.2
C -2.4882 1.3317 0.0798 -3.3 -6.2 -1.3
C -3.5108 -2.6524 -0.2631 -5.7 1.1 -2.5
O 1.3286 0.5202 -2.5885 -0.7 4.0 6.7
C -0.6925 -2.5765 -1.0098 -4.0 -0.3 -5.5
H 3.2457 -0.4934 -1.8477 0.1 1.4 1.0
H -1.4928 2.5309 -2.0901 -1.5 2.7 -0.8
H 6.6560 0.8039 0.9263 0.5 -1.0 0.8
C 0.5680 -2.3096 -1.3136 5.4 0.9 1.4
H -5.0489 2.3425 -0.8940 -1.1 -0.9 -5.5
H -1.4372 1.8115 1.8929 -0.3 -0.4 -2.7
H 3.8012 2.8219 1.5957 -2.7 2.7 -0.3
C 1.4382 -2.0606 -0.2729 -0.6 -2.4 3.3
C 3.2825 0.6273 -0.0058 6.3 4.9 -7.7
H 0.9332 -2.2974 -2.3126 0.1 0.0 -0.7
H 5.0301 2.1340 -0.0716 0.0 -1.8 -1.0
H 5.2733 -0.4804 1.3237 1.3 -1.5 0.5
C 1.2407 1.2900 -1.3963 -1.0 -1.6 -6.0
H 4.1491 1.1918 2.6303 -0.3 2.6 -2.0
H -5.0616 -2.1791 1.3446 -0.2 0.6 -0.5
H -1.7460 -0.4368 -1.0789 -0.6 1.6 0.3
O -3.5451 0.4451 0.8844 8.5 -2.7 2.8
C -0.2577 2.3476 0.2691 2.0 0.0 1.3
N -2.5349 -2.7044 0.5604 1.7 -0.5 2.6
C 0.8769 -2.1452 1.3057 -0.6 0.0 -8.6
C 5.8683 0.1022 0.6531 -2.3 4.2 -1.3
H -5.3078 0.5302 1.4148 -3.8 -0.4 4.2
C -0.4386 -2.2897 1.4167 0.0 -0.9 -1.4
H -0.7980 1.0307 -2.9897 0.0 1.8 2.9
H -5.1071 0.0884 -0.4003 0.1 1.2 2.6
N -0.0536 1.7618 -0.9197 8.4 -3.5 -9.4
H -0.8190 0.1656 1.1181 -1.1 4.0 -1.9
C -1.0891 1.6074 -1.9737 -0.7 -5.8 1.6
C -4.5315 2.3558 -0.0590 5.5 -12.7 -2.5
C 4.4118 2.0436 1.7292 5.0 -6.3 5.0
N 3.4999 -0.4788 -0.8358 0.3 -4.3 -5.1
H -4.7931 -3.9131 1.2083 -0.5 1.9 -2.0
H 1.6330 -1.9144 1.8828 3.2 0.9 3.7
C 4.7234 1.1881 0.4910 -1.0 2.9 -0.4
O 3.6043 -2.8976 -1.5503 2.6 -5.0 -6.2
S 3.2558 -2.1474 -0.5042 -2.5 10.9 13.0
H -0.8576 -2.1549 2.4253 -0.4 -0.4 -0.7
C -1.2575 1.5095 0.7043 -0.3 -6.3 13.5
H 5.4145 2.4169 2.2417 -1.8 -0.3 -1.4
H -0.8012 3.1794 0.1003 -0.8 4.3 -0.1
C -2.2370 0.5791 -1.1613 1.3 0.2 -5.0
H -5.7256 -2.9305 -0.3228 1.5 -0.1 2.6
O -3.4346 -2.3521 -1.4759 -0.6 -1.2 2.4
H 0.5791 2.3795 0.9995 -0.4 0.3 -1.0
H 2.8968 0.2473 0.7583 -4.5 -2.0 6.9
C -4.9134 -2.9090 0.5534 0.6 -2.1 -2.0
H 3.0522 2.1814 -1.7218 2.9 1.6 -3.6
O 3.8476 -2.0103 0.9465 -2.0 -2.7 -4.3
H -5.0737 2.8759 0.3654 -7.4 10.4 9.1
H -3.0642 0.4466 -1.9304 0.5 0.3 1.4
C 2.6266 1.8711 -0.8970 -5.3 -7.1 5.0
```
Forces are in eV/Å.

Summary:
Total charge: 0
E_tot in eV: -49851.109
Gap between HOMO and LUMO in eV: 8.630
ΔE to the lowest compared entry with this formula, charge and spin in kJ/mol: 2024.52